Density functional theory data (wB97M-V/def2-TZVPD) for C39H34BrNO3PSSr as an isolated structure.

```
81
Properties=species:S:1:pos:R:3:forces:R:3:lowdin_charge:R:1
C -4.08819 -2.73898 -0.75166 -0.027 0.023 -0.087 -0.251
C 2.86049 -2.03937 -0.13161 0.045 0.026 -0.011 -0.735
H -6.06097 1.52897 4.71807 0.000 0.004 -0.003 0.109
H -6.95372 2.65240 2.70275 0.005 -0.006 0.007 0.110
H 0.04428 -3.63192 -0.25814 0.013 -0.020 0.003 0.103
O 0.34564 2.19602 -1.08016 -0.043 0.133 -0.267 -0.170
C -3.24596 -2.97898 -3.93540 0.013 -0.050 0.005 -0.284
H -5.90497 -3.22149 -6.73365 0.003 0.008 0.005 0.110
H -4.90842 -2.76097 -1.47250 0.033 -0.030 -0.021 0.108
H 2.20745 -6.73401 -0.48234 0.002 0.007 -0.001 0.083
H 4.86115 -2.81987 -0.12236 -0.005 0.009 0.002 0.113
H -1.27191 -2.46020 -3.18525 -0.010 0.046 -0.010 0.108
C 1.12297 -3.51233 -0.22812 -0.018 -0.017 -0.002 -0.081
H -3.78026 0.56820 4.68232 -0.011 0.001 0.004 0.107
H -4.39061 -2.09690 0.07801 0.032 0.022 0.016 0.102
C -0.32707 5.13398 0.28828 -0.018 0.007 0.002 -0.009
H -2.51580 -3.38582 1.35944 0.001 -0.011 0.000 0.112
C -5.16233 -3.15288 -5.94983 -0.010 -0.058 -0.015 -0.070
C 3.33803 -4.34955 -0.21306 -0.030 0.020 0.007 0.003
C -3.66830 -4.10306 -0.30190 0.031 0.025 -0.020 -0.280
H -5.13401 -1.00827 -5.94060 0.001 -0.007 -0.001 0.104
C -4.63269 -4.30893 -5.39322 0.002 -0.004 0.004 -0.065
H -6.48493 0.15263 -2.72984 0.005 0.003 -0.017 0.110
Br 3.37839 -0.21130 -0.05170 -0.016 -0.072 0.000 0.821
C 3.80575 -3.04600 -0.15133 -0.018 -0.011 -0.006 -0.075
C -3.06187 4.68072 0.21786 -0.038 0.059 0.006 -0.070
H -3.26940 6.80582 0.36340 0.006 -0.004 -0.003 0.109
C -5.63156 0.81784 -2.68085 -0.040 0.002 0.049 -0.086
C -1.20921 6.20070 0.35248 0.044 -0.039 -0.003 -0.057
C -3.77262 -1.82239 -4.50468 -0.048 0.011 -0.047 -0.055
C -3.67765 -6.49550 -0.60899 -0.011 -0.008 -0.008 -0.065
C -3.41753 1.12974 2.64635 -0.014 -0.027 0.049 -0.101
C -2.82284 -6.64198 0.47395 -0.001 -0.015 0.007 -0.077
H -5.78040 1.42524 -4.73455 -0.002 0.003 0.005 0.105
H -4.13237 4.51477 0.19504 0.035 -0.004 -0.009 0.102
H -4.02702 -7.36707 -1.14731 0.005 0.008 0.004 0.110
N 1.55650 -2.24885 -0.17053 -0.160 0.183 0.026 -0.058
H 0.92915 -6.26506 0.63678 -0.001 0.004 -0.001 0.085
H -2.50098 -7.62878 0.78042 0.000 0.007 -0.003 0.108
H -5.26861 0.39971 -0.61715 0.003 0.030 0.056 0.100
H -3.44637 -0.84286 -4.17273 0.018 -0.020 0.006 0.100
O 0.51898 2.08068 1.11792 -0.067 0.167 0.201 -0.154
H -1.99944 -3.87534 -2.40430 -0.005 0.001 0.078 0.097
H 0.67773 -6.10532 -1.09668 -0.006 0.005 0.014 0.085
H -1.76314 -5.63588 2.04527 -0.002 -0.001 -0.001 0.108
P -2.78833 1.87552 0.07817 0.276 -0.180 0.122 1.090
C -2.18730 3.59848 0.15306 -0.052 0.020 -0.031 -0.302
H -5.59682 2.80553 0.66735 -0.001 -0.046 -0.032 0.103
H 4.04547 -5.16943 -0.23307 -0.003 -0.002 0.001 0.127
C -2.82830 -4.25782 0.79931 0.008 -0.009 -0.014 -0.049
C -2.21124 -2.89968 -2.84248 -0.120 -0.005 0.024 -0.262
C -3.91126 1.75574 1.50454 -0.035 0.020 -0.001 -0.369
C -2.40560 -5.52261 1.18116 0.008 0.021 0.022 -0.076
C -4.14573 2.38537 -3.72710 -0.010 -0.008 -0.003 -0.068
C -5.96100 2.22139 2.68892 -0.019 -0.002 0.008 -0.067
C 1.41893 -6.00550 -0.30300 -0.016 -0.040 -0.011 -0.032
C 1.97120 -4.61094 -0.25023 0.042 0.040 -0.004 -0.235
H -0.82836 7.21042 0.43141 -0.002 -0.004 0.000 0.110
H 0.74182 5.30379 0.31326 -0.010 0.012 0.006 0.126
C -4.94434 0.96347 -1.48435 -0.035 0.015 -0.014 -0.128
C -4.73055 -1.91313 -5.50500 0.026 0.050 0.030 -0.065
H -3.83063 2.94775 -4.59660 -0.010 -0.008 -0.002 0.110
Sr -0.00898 0.05053 -0.08918 0.212 -0.579 0.084 1.477
S -2.77036 -1.76873 -1.54718 -0.233 -0.033 -0.072 0.970
H -4.77592 -5.11810 -1.83213 -0.003 0.006 -0.024 0.112
H -3.26614 -5.12326 -3.95439 -0.005 -0.021 0.010 0.112
C -3.68294 -4.22194 -4.38688 0.015 0.066 0.029 -0.050
H -4.95746 -5.27994 -5.74347 -0.002 0.010 -0.001 0.110
C -2.57866 5.97436 0.31392 -0.031 0.003 0.005 -0.064
C -5.19209 2.30686 1.53934 -0.031 -0.017 -0.002 -0.097
C -5.45886 1.59215 3.82132 0.016 0.009 -0.014 -0.072
H -2.60821 3.20580 -2.48443 -0.005 -0.020 0.026 0.113
C 0.13125 2.66575 0.07258 -0.339 0.149 0.057 -0.753
C -0.81319 3.83660 0.18501 0.316 0.103 -0.028 -0.152
C -3.85743 1.83232 -1.39327 0.081 0.017 -0.106 -0.378
C -4.18286 1.05041 3.80128 -0.009 0.000 -0.001 -0.075
C -3.45774 2.53384 -2.53060 -0.034 0.029 -0.033 -0.078
H -2.41547 0.71432 2.64575 0.001 0.005 -0.033 0.093
C -4.09893 -5.23100 -0.99443 0.044 -0.008 -0.006 -0.048
O -1.64471 -1.72675 -0.53050 0.247 -0.029 -0.008 -0.715
C -5.23591 1.52974 -3.80476 0.016 0.027 0.000 -0.093
```
Forces are in eV/Å.

Output
* DFT total energy: -139628.7330 eV
* molecular weight: 795.3 g/mol
* charge: +1
* HOMO level: -10.814 eV
* energy above the lowest of the compared OMol25 structures with the same formula, charge and spin: 9.5 kcal/mol
* gap between HOMO and LUMO: 0.3166 hartree

---

Density functional theory data (wB97M-V/def2-TZVPD) for C39H34ClHfIN3O3S2SiTe as an isolated structure at a distorted geometry.

```
86
Properties=species:S:1:pos:R:3:forces:R:3:lowdin_charge:R:1
C -3.75008 -2.38002 0.67107 0.306 0.275 -0.176 -0.242
C 2.59408 5.07849 0.37602 0.003 0.933 -2.712 -0.088
H -5.73709 -2.82206 1.40653 0.147 -0.194 0.121 0.121
Cl -4.53539 4.02807 -5.15514 0.443 -0.530 -0.113 0.723
I -4.14158 3.98055 0.39596 0.472 -0.173 0.132 1.001
H 2.45415 -2.89613 -3.65931 0.680 -0.010 -0.486 0.080
C -1.00320 1.10033 -5.25282 -0.313 -0.128 -1.081 -0.025
Hf 0.47938 1.34097 -1.04765 1.003 0.964 0.876 1.348
C -1.35652 -1.49957 0.20738 2.089 -0.226 -1.310 -0.219
H 1.49547 -4.28299 -3.28436 0.193 -1.279 -0.260 0.073
C 1.06837 -3.52815 2.62346 -0.270 0.405 -0.540 -0.136
H -4.76285 4.54471 -2.57592 0.563 -0.691 0.510 0.099
H 1.74067 -2.99384 1.92244 -0.260 -0.479 0.551 -0.002
N -0.58211 -0.54660 -0.35124 -2.882 -1.445 0.378 -0.061
H 2.16895 3.52206 3.34862 0.127 -0.347 -1.098 0.118
C 7.79422 1.00642 -0.64407 -1.391 0.541 0.513 -0.056
C -2.00140 2.74777 -1.61356 -1.116 1.047 3.551 -0.352
H 4.01897 -3.71679 -2.14985 -1.293 0.018 0.725 0.119
H 4.94780 -0.89934 -0.68364 0.129 -0.943 -0.176 0.004
C 5.06948 1.12448 -1.13150 -0.962 -0.768 0.506 -0.592
H -2.63804 2.24546 -6.10003 0.053 -0.427 0.166 0.113
C -5.60354 -0.85306 0.57223 2.129 0.536 -0.046 -0.039
H -1.61366 -5.46785 1.25546 0.157 -0.226 -0.116 0.029
C 1.33934 -1.65973 -1.11490 -0.409 0.911 1.607 -0.949
H -3.36731 0.39747 5.78673 0.094 -0.790 -0.417 0.117
Te 3.14625 1.22720 -2.10835 0.452 -0.367 -1.104 0.873
C 7.01677 -0.19239 -0.59661 -0.195 2.707 -0.289 -0.067
C -2.04776 1.97368 -5.22474 -0.703 1.094 0.847 0.051
C 2.01538 4.12292 -0.53178 0.125 0.445 4.551 -0.144
H 1.19857 -3.16084 3.63184 0.297 0.192 0.296 0.035
C -1.55348 -5.08025 2.26761 0.657 0.391 0.750 -0.142
H -3.10577 -3.49898 3.98904 -0.479 -0.739 -0.467 0.080
C -3.90524 3.83995 -2.57354 -0.772 0.485 -0.878 -0.176
H 1.23571 -4.59879 2.65386 0.452 -0.148 -0.191 0.029
Si -0.73843 -3.30712 2.21271 0.170 -1.903 1.682 0.553
H -4.39866 -1.83816 5.32793 0.295 -0.222 -0.245 0.108
H 2.98722 6.10362 -0.06319 -0.713 -2.316 1.022 0.140
C -2.74719 -2.50305 4.03613 0.082 1.274 0.357 -0.093
H 5.13812 3.25345 -0.94161 1.374 -1.273 -0.471 0.118
C -0.19811 1.06366 -4.13153 0.563 1.147 1.732 -0.099
C 2.96136 -3.69464 -1.73488 0.977 -0.587 0.355 -0.405
C 5.76522 2.29427 -0.98475 -1.166 1.921 0.108 -0.184
C -1.63844 -0.01033 4.61395 0.018 0.661 -0.173 -0.093
O -0.71975 -2.61223 0.69991 -1.351 2.196 -1.820 -0.083
H 1.13736 1.89545 1.94104 -0.381 -0.590 -0.455 0.085
H 2.10395 4.29166 -1.54777 -0.179 0.231 -1.926 0.041
S 2.79468 -2.32086 -0.52649 0.183 -0.070 -0.368 1.013
N -0.32792 1.84652 -3.03357 -1.666 -1.737 -1.458 0.000
C 2.00003 -3.45013 -2.86075 0.145 0.660 -0.797 -0.506
H -1.16376 0.96714 4.74581 -0.361 -0.342 0.482 0.115
C -2.41998 2.60941 -3.96923 0.254 -0.013 -3.748 -0.164
H -6.57648 -0.57914 0.83949 -1.487 0.101 0.202 0.093
C 7.12973 2.25480 -0.76189 0.720 -0.503 0.253 -0.087
C -5.07774 -2.08926 0.96599 0.043 1.191 -1.251 -0.002
O -1.26236 2.27238 -0.57743 -1.174 0.937 -1.563 -0.278
H 2.74175 -4.64393 -1.19310 0.261 0.726 -0.349 0.100
H 7.66736 3.21099 -0.64583 -0.139 -0.732 -0.062 0.112
S 0.63040 -2.42229 -2.46417 -1.546 0.828 1.002 1.018
C 1.38274 2.97875 0.05005 1.069 0.417 -1.434 -0.383
C 5.64666 -0.10747 -0.79699 0.026 1.320 -0.639 -0.165
H -4.03851 -4.29543 1.10762 1.541 1.863 -0.335 0.178
C -1.55648 2.48342 -2.90789 0.320 -0.472 0.557 -0.181
H -2.57329 -4.94503 2.59930 -0.185 -0.140 0.141 -0.012
H -0.77503 0.49572 -6.15182 -0.059 0.475 0.803 0.137
C -2.83185 -1.40125 0.10103 -0.956 -0.751 1.885 -0.054
O -3.29490 -3.61710 0.94123 -1.017 -1.533 -0.026 -0.018
C 2.17110 3.62716 2.23692 0.033 0.888 1.319 -0.101
C -3.44810 -1.60016 4.84826 0.582 0.592 0.534 -0.062
C -0.99417 -0.87480 3.77723 0.098 -1.913 -0.674 -0.090
H 8.84229 1.08782 -0.38410 0.062 -0.621 -0.277 0.096
C -3.24797 3.43900 -1.38144 1.553 -0.582 -2.498 -0.642
H -1.11154 -5.85325 2.96407 -0.029 1.040 -0.839 0.064
C -3.55330 3.41550 -3.86215 -0.664 0.832 2.279 -0.602
H 7.42132 -1.12754 -0.39825 0.992 -1.433 0.431 0.076
C -3.42322 -0.18380 -0.21231 0.031 2.795 -1.433 -0.011
C 2.65532 4.81763 1.73243 0.353 0.865 0.236 -0.119
N 0.79194 -0.63087 -0.38091 1.714 -3.277 0.089 -0.275
C -1.54388 -2.13977 3.41318 -0.410 0.562 0.732 -0.217
C -4.78828 0.13537 -0.02426 0.322 -0.728 0.316 -0.059
C 1.54312 2.73323 1.38885 -0.111 0.327 1.540 -0.174
H 0.61185 0.39612 -4.04354 1.177 -0.619 -0.374 0.063
H 0.02577 -0.68006 3.50442 0.291 0.393 -0.541 0.098
C -2.87353 -0.35754 5.14386 -0.615 0.573 0.113 -0.073
H -2.77933 0.65239 -0.68212 -0.984 -1.638 1.135 0.113
H -5.19706 1.16080 -0.22809 0.604 -1.308 0.047 0.073
H 3.07140 5.59584 2.38944 -0.180 -0.545 -0.221 0.110
```
Forces are in eV/Å.

Output
* DFT total energy: -110372.2356 eV
* molecular weight: 1153.4 g/mol
* charge: +1
* HOMO level: -9.311 eV
* energy above the lowest of the compared OMol25 structures with the same formula, charge and spin: 46.2 kcal/mol
* gap between HOMO and LUMO: 0.2033 hartree